The following is a DFT calculation (ωB97M-V/def2-TZVPD) of a structure of composition CH5N3OS.

The HOMO-LUMO gap is 9.62 eV. The value obtained for the LUMO energy is 0.0081 Ha. As for the multiplicity: 1. The calculation puts the largest force on an atom at 0.1081 Eh/bohr.

```
11
CH5N3OS ωB97M-V/def2-TZVPD
C -0.122 0.724 -0.113
H -1.971 -1.569 -0.745
H -2.296 0.364 0.843
H 1.230 2.170 0.004
H 0.139 -1.135 -0.023
H 2.678 -0.694 1.113
N -1.508 0.268 -0.200
N 0.238 1.992 -0.185
N 0.683 -0.375 -0.498
O -1.413 -1.312 -0.044
S 2.341 -0.432 -0.152
```